No. 1
Entry from the Open Molecules 2025 dataset: a molecular structure, C30H73AsBF6N3NaO4 at a distorted geometry (the ωB97M-V functional and the def2-TZVPD basis).

Last column: Löwdin charge in e.
Geometry (Å):
Na1 -29.560 14.246 -12.981  0.400
B1 -30.049 12.067 -11.732  -0.403
H1 -29.163 12.776 -11.547  -0.093
H2 -31.061 12.647 -11.681  -0.049
H3 -29.928 11.630 -12.803  -0.048
H4 -30.006 11.254 -10.905  -0.054
As1 -32.386 13.439 -15.468  0.807
F1 -33.259 13.586 -13.928  -0.260
F2 -31.199 14.473 -14.655  -0.284
F3 -31.506 13.253 -16.948  -0.242
F4 -33.668 12.395 -16.050  -0.244
F5 -33.158 14.881 -16.110  -0.261
F6 -31.539 12.060 -14.817  -0.238
C1 -34.909 7.578 -13.877  -0.090
C2 -34.447 8.290 -15.141  -0.279
N1 -33.107 8.014 -15.586  -0.183
C3 -32.699 6.643 -15.582  -0.257
C4 -33.440 5.654 -16.515  -0.088
C5 -32.740 8.752 -16.784  -0.264
C6 -31.324 9.259 -16.768  -0.076
H5 -35.011 6.502 -14.026  0.059
H6 -35.967 7.875 -13.815  0.073
H7 -34.490 7.968 -12.955  0.072
H8 -35.175 8.157 -15.972  0.111
H9 -34.660 9.353 -14.970  0.095
H10 -31.625 6.614 -15.791  0.103
H11 -32.734 6.213 -14.580  0.107
H12 -33.454 5.771 -17.597  0.058
H13 -33.197 4.608 -16.298  0.062
H14 -34.489 5.645 -16.187  0.056
H15 -33.365 9.654 -16.863  0.083
H16 -33.188 8.272 -17.673  0.118
H17 -31.099 9.910 -15.923  0.068
H18 -31.141 9.887 -17.644  0.062
H19 -30.637 8.415 -16.663  0.063
C7 -29.564 13.641 -21.433  -0.075
C8 -28.589 14.223 -20.381  -0.265
N2 -27.445 13.347 -20.157  -0.187
C9 -27.777 12.055 -19.523  -0.243
C10 -28.634 12.095 -18.271  -0.062
C11 -26.469 14.043 -19.337  -0.277
C12 -25.076 13.381 -19.427  -0.091
H20 -30.293 12.966 -20.981  0.066
H21 -28.930 12.990 -22.039  0.071
H22 -30.075 14.390 -22.030  0.064
H23 -28.123 15.097 -20.841  0.108
H24 -29.093 14.510 -19.450  0.102
H25 -28.334 11.477 -20.273  0.105
H26 -26.911 11.394 -19.458  0.108
H27 -28.019 12.352 -17.408  0.055
H28 -29.434 12.828 -18.368  0.052
H29 -29.135 11.137 -18.141  0.069
H30 -26.742 14.174 -18.276  0.097
H31 -26.312 15.091 -19.610  0.108
H32 -24.920 13.035 -20.457  0.073
H33 -24.984 12.501 -18.797  0.060
H34 -24.258 14.106 -19.421  0.063
C13 -28.628 15.934 -16.292  -0.060
C14 -27.470 16.120 -15.288  -0.241
N3 -27.411 15.102 -14.229  -0.208
C15 -26.848 13.831 -14.689  -0.237
C16 -26.800 12.735 -13.643  -0.068
C17 -26.827 15.650 -13.001  -0.267
C18 -25.362 16.026 -13.060  -0.077
H35 -28.599 14.854 -16.475  0.051
H36 -28.353 16.464 -17.202  0.071
H37 -29.639 16.141 -15.953  0.066
H38 -26.531 16.030 -15.851  0.110
H39 -27.495 17.121 -14.856  0.114
H40 -27.306 13.496 -15.617  0.089
H41 -25.790 14.001 -14.951  0.110
H42 -26.623 11.782 -14.149  0.086
H43 -26.021 12.870 -12.890  0.076
H44 -27.695 12.477 -13.066  0.038
H45 -26.946 14.960 -12.156  0.112
H46 -27.493 16.477 -12.741  0.115
H47 -24.952 16.310 -12.092  0.077
H48 -25.209 16.749 -13.865  0.071
H49 -24.739 15.170 -13.341  0.070
C19 -34.897 12.760 -19.241  -0.014
C20 -36.019 11.797 -18.975  -0.478
O1 -36.742 11.424 -19.870  0.053
C21 -36.033 11.062 -17.636  -0.019
H50 -33.908 12.451 -18.900  0.081
H51 -35.042 13.710 -18.714  0.060
H52 -34.872 13.083 -20.281  0.079
H53 -36.085 11.884 -16.919  0.055
H54 -35.226 10.361 -17.434  0.055
H55 -36.910 10.419 -17.553  0.085
C22 -38.956 16.175 -17.173  -0.029
C23 -37.962 15.044 -16.986  -0.491
O2 -38.303 13.896 -17.102  0.076
C24 -36.546 15.453 -16.647  -0.009
H56 -38.579 17.084 -17.632  0.075
H57 -39.352 16.408 -16.179  0.089
H58 -39.811 15.786 -17.727  0.079
H59 -36.521 16.525 -16.457  0.073
H60 -35.754 15.166 -17.333  0.067
H61 -36.338 14.964 -15.691  0.066
C25 -36.224 12.275 -13.872  -0.014
C26 -35.348 11.770 -12.767  -0.497
O3 -34.964 10.618 -12.817  0.069
C27 -34.949 12.678 -11.652  -0.023
H62 -37.175 12.401 -13.345  0.094
H63 -36.325 11.561 -14.683  0.066
H64 -35.685 13.154 -14.231  0.056
H65 -35.765 13.062 -11.026  0.082
H66 -34.360 13.571 -11.855  0.058
H67 -34.368 12.071 -10.955  0.089
C28 -33.068 16.590 -11.940  -0.010
C29 -34.475 17.024 -12.292  -0.495
O4 -35.155 17.696 -11.543  0.050
C30 -34.961 16.645 -13.657  -0.027
H68 -32.700 15.995 -12.774  0.054
H69 -33.183 15.971 -11.046  0.092
H70 -32.371 17.391 -11.702  0.084
H71 -34.153 16.628 -14.384  0.078
H72 -35.788 17.322 -13.871  0.084
H73 -35.400 15.642 -13.652  0.076

Calculated values
Energy ... -4674.30780 Ha
HOMO level ... -5.4828 eV
Total charge ... -1
LUMO level ... 1.54 eV



No. 2
Entry from the Open Molecules 2025 dataset: a molecular structure, C30H73AsF6NO18P3S3 at a distorted geometry (the ωB97M-V functional and the def2-TZVPD basis).

Last column: Löwdin spin population.
Geometry (Å):
N1 4.909 -3.041 0.547  0.000
H1 4.525 -2.168 0.881  0.000
H2 5.451 -2.944 -0.300  0.000
H3 4.081 -3.580 0.340  0.000
H4 5.444 -3.414 1.319  0.000
As1 1.340 -1.906 0.582  0.000
F1 2.938 -1.120 0.947  0.000
F2 0.770 -0.249 0.086  0.000
F3 -0.219 -2.695 0.305  0.001
F4 2.060 -3.506 0.965  0.001
F5 0.786 -1.581 2.287  0.001
F6 1.841 -2.218 -1.122  0.000
C1 0.501 -6.644 1.116  0.022
C2 -0.415 -5.566 1.781  0.034
C3 0.249 -5.014 3.029  0.170
S1 1.462 -6.358 3.656  0.086
O1 0.847 -6.910 4.860  0.391
O2 2.898 -5.986 3.595  0.115
C4 1.040 -7.538 2.268  0.136
H5 1.308 -6.038 0.706  0.000
H6 0.009 -7.210 0.325  0.009
H7 -1.338 -6.091 2.028  0.000
H8 -0.736 -4.790 1.086  0.017
H9 -0.577 -4.774 3.698  -0.001
H10 0.831 -4.093 3.057  0.015
H11 0.211 -8.100 2.699  0.002
H12 1.810 -8.289 2.091  0.002
C5 1.747 -4.523 -4.682  0.000
C6 0.657 -5.166 -3.924  0.000
C7 1.041 -5.207 -2.403  0.000
S2 2.809 -5.502 -2.323  0.000
O3 2.991 -6.968 -2.407  0.000
O4 3.561 -4.760 -1.306  0.000
C8 3.120 -4.746 -3.991  0.000
H13 1.597 -3.457 -4.853  0.000
H14 1.771 -4.985 -5.670  0.000
H15 0.412 -6.195 -4.188  0.000
H16 -0.220 -4.522 -3.987  0.000
H17 0.567 -5.909 -1.716  0.000
H18 0.970 -4.204 -1.982  0.000
H19 3.909 -5.349 -4.440  0.000
H20 3.479 -3.739 -3.778  0.000
C9 -2.856 -3.025 -3.457  0.000
C10 -1.805 -2.869 -2.306  0.000
C11 -0.827 -1.755 -2.636  0.000
S3 -1.878 -0.563 -3.594  0.000
O5 -1.381 -0.443 -4.963  0.000
O6 -2.186 0.704 -2.914  0.000
C12 -3.377 -1.649 -3.667  0.000
H21 -3.662 -3.706 -3.189  0.000
H22 -2.498 -3.363 -4.430  0.000
H23 -1.316 -3.794 -2.002  0.000
H24 -2.329 -2.587 -1.393  0.000
H25 -0.063 -2.062 -3.350  0.000
H26 -0.389 -1.128 -1.859  0.000
H27 -3.967 -1.390 -4.546  0.000
H28 -3.944 -1.310 -2.800  0.000
C13 -3.102 3.339 6.116  0.000
C14 -2.587 2.365 5.066  0.000
O7 -1.976 3.064 4.003  0.000
P1 -0.477 3.810 4.122  0.000
O8 -0.368 4.695 5.287  0.000
O9 0.549 2.578 4.088  0.000
C15 0.609 1.715 2.960  0.000
C16 1.988 1.743 2.388  0.000
O10 -0.377 4.441 2.659  0.000
C17 0.565 5.525 2.572  0.000
C18 1.082 5.770 1.144  0.000
H29 -3.780 2.806 6.783  0.000
H30 -2.389 3.903 6.718  0.000
H31 -3.725 4.045 5.568  0.000
H32 -1.915 1.690 5.596  0.000
H33 -3.404 1.770 4.658  0.000
H34 0.459 0.698 3.323  0.000
H35 -0.160 1.896 2.208  0.000
H36 2.702 1.667 3.208  0.000
H37 2.268 0.944 1.701  0.000
H38 2.194 2.727 1.967  0.000
H39 0.068 6.452 2.859  0.000
H40 1.393 5.411 3.271  0.000
H41 1.548 6.755 1.175  0.000
H42 1.832 5.072 0.773  0.000
H43 0.214 5.786 0.485  0.000
C19 -6.890 3.410 2.242  0.000
C20 -6.010 2.499 3.039  0.000
O11 -5.198 1.827 2.091  0.000
P2 -5.345 0.187 2.183  0.000
O12 -4.974 -0.234 3.561  0.000
O13 -6.799 -0.202 1.544  0.000
C21 -7.139 0.164 0.173  0.000
C22 -7.209 -1.112 -0.692  0.000
O14 -4.311 -0.315 1.019  0.000
C23 -2.924 -0.037 1.106  0.000
C24 -2.614 1.325 0.529  0.000
H44 -7.509 2.932 1.483  0.000
H45 -7.560 3.873 2.967  0.000
H46 -6.241 4.103 1.706  0.000
H47 -5.373 3.026 3.749  0.000
H48 -6.622 1.808 3.619  0.000
H49 -8.166 0.464 0.382  0.000
H50 -6.533 0.976 -0.227  0.000
H51 -6.215 -1.519 -0.881  0.000
H52 -7.850 -1.866 -0.237  0.000
H53 -7.654 -0.860 -1.655  0.000
H54 -2.649 -0.048 2.161  0.000
H55 -2.673 -0.948 0.563  0.000
H56 -1.574 1.319 0.204  0.000
H57 -3.260 1.687 -0.271  0.000
H58 -2.663 2.038 1.352  0.000
C25 4.077 7.067 -0.449  0.000
C26 3.831 6.271 -1.734  0.000
O15 4.897 5.335 -1.769  0.000
P3 4.748 3.885 -2.545  0.000
O16 5.912 2.985 -2.803  0.000
O17 3.638 3.122 -1.613  0.000
C27 3.466 1.741 -1.681  0.000
C28 4.482 0.969 -0.770  0.000
O18 3.895 4.193 -3.899  0.000
C29 4.182 5.231 -4.768  0.000
C30 4.994 4.712 -5.910  0.000
H59 4.483 6.453 0.355  0.000
H60 4.803 7.827 -0.737  0.000
H61 3.164 7.487 -0.028  0.000
H62 2.802 5.912 -1.757  0.000
H63 3.797 6.981 -2.561  0.000
H64 2.448 1.559 -1.336  0.000
H65 3.440 1.298 -2.676  0.000
H66 5.446 1.262 -1.187  0.000
H67 4.490 1.351 0.251  0.000
H68 4.375 -0.116 -0.746  0.000
H69 3.235 5.616 -5.145  0.000
H70 4.714 6.019 -4.235  0.000
H71 4.289 4.283 -6.623  0.000
H72 5.479 5.418 -6.585  0.000
H73 5.701 3.974 -5.532  0.000

Calculated values
Energy ... -7649.49749 Ha
Spin multiplicity ... 2
HOMO level (alpha / beta) ... -11.4454 / -11.4454 eV
Total charge ... +1
LUMO level (alpha / beta) ... -3.07 / -9.49 eV
⟨S²⟩ ... 0.76